Molecular formula: C46H52AsCl2N3O5S2SiTi
Method: DFT, wB97M-V/def2-TZVPD

* expectation value of S²: 0.752
* multiplicity: 2
* relative energy (zero: lowest compared OMol25 entry of this formula, charge and spin): 1.220 eV
* electronic energy: -7416.2489 Ha
* gap between HOMO and LUMO (alpha / beta): 6.856 / 7.195 eV
* charge: +1
* lowest unoccupied orbital energy (alpha / beta): -2.562 / -2.541 eV
* molecular weight: 1012.85 u

XYZ file:
```
113
Properties=species:S:1:pos:R:3:forces:R:3
Ti 0.93478 0.01750 -0.18136 -0.4 -0.3 -1.1
Cl 1.42670 -2.68263 0.14067 -0.1 -0.4 0.3
C 2.12369 -3.41832 -1.26269 0.1 0.0 0.0
C 2.30602 -4.78755 -1.28369 0.0 0.0 0.1
C 2.85550 -5.36134 -2.41762 0.0 -0.1 0.0
C 3.20270 -4.55680 -3.49227 0.0 0.1 -0.1
C 2.99990 -3.18604 -3.43491 0.0 -0.1 -0.1
Cl 3.44138 -2.23823 -4.82467 0.0 0.0 0.0
C 2.45302 -2.56103 -2.31083 -0.1 0.1 0.1
S 2.21873 -0.83721 -2.17446 0.3 -0.1 -0.2
H 2.02127 -5.38968 -0.42827 0.0 0.1 -0.1
H 3.01125 -6.43247 -2.46629 0.0 0.1 0.0
H 3.63636 -4.98671 -4.38574 0.0 0.0 0.0
N 3.54412 1.69324 2.45543 0.7 0.3 0.6
C 4.47405 0.71366 2.12116 0.0 0.2 0.2
C 5.77998 0.49837 2.54679 0.0 0.1 0.1
C 6.43165 -0.57351 1.98083 0.0 -0.1 -0.1
C 5.80073 -1.38835 1.02133 0.1 0.0 0.1
C 4.50443 -1.16391 0.61275 0.0 0.0 0.0
C 3.82967 -0.09165 1.19286 -0.3 -0.1 -0.2
N 2.52721 0.40116 1.00180 1.1 0.0 0.6
C 2.43176 1.46673 1.76546 -0.6 0.5 -0.1
C 1.24150 2.32804 1.77684 0.4 -0.8 -0.4
C 1.03753 3.49281 2.42102 0.2 0.6 0.4
S -0.52362 4.06391 2.07616 -0.2 0.3 -0.3
C -0.80480 2.70973 1.07458 -0.1 0.0 0.0
N 0.19499 1.89235 1.00000 0.3 0.2 0.1
H 3.68228 2.44212 3.11266 0.0 0.0 0.0
H 6.26075 1.13958 3.27648 0.0 0.0 -0.1
H 7.45135 -0.78621 2.27324 0.0 0.0 0.0
H 6.35126 -2.21185 0.58575 0.0 0.0 0.0
H 4.04434 -1.77606 -0.14639 0.0 0.0 0.0
H 1.70561 4.03550 3.07909 -0.1 -0.1 -0.1
H -1.75460 2.55968 0.57316 0.1 0.0 0.0
C -0.08037 0.20440 4.59017 0.1 -0.1 -0.1
C -1.51364 0.63390 4.29691 0.0 -0.1 -0.1
C -2.50699 -0.17223 5.12695 -0.1 0.0 0.0
C -1.68199 2.10976 4.61278 0.0 0.2 0.1
O -1.78245 0.49850 2.88018 -0.1 -0.1 0.1
Si -1.65987 -0.78930 1.86624 -0.2 0.1 -0.2
O -0.35918 -0.68948 0.89038 -0.7 -0.7 1.1
O -2.87955 -0.72569 0.77014 -0.1 0.1 0.1
C -4.30858 -0.57446 0.90379 0.2 0.0 0.1
C -4.89937 -1.05670 -0.40781 -0.1 -0.1 -0.1
C -4.61734 0.90334 1.10920 0.1 0.1 0.0
C -4.84080 -1.40975 2.05879 0.0 -0.1 0.1
O -1.73783 -2.09140 2.82967 0.2 -0.1 0.1
C -1.32680 -3.46782 2.81656 -0.2 0.0 -0.1
C -2.20952 -4.17496 3.83314 -0.1 -0.1 0.0
C 0.13186 -3.54963 3.26206 0.0 0.0 0.0
C -1.56915 -4.05354 1.42792 0.0 0.0 -0.1
H 0.20974 0.51051 5.59870 0.0 0.0 0.0
H 0.60231 0.67615 3.87358 -0.1 0.0 0.1
H 0.02733 -0.87819 4.51159 0.0 0.0 0.0
H -2.22981 -0.11163 6.18256 0.0 0.0 0.0
H -2.51065 -1.22072 4.82983 0.0 0.1 0.0
H -3.51572 0.23717 5.01725 0.1 0.0 0.0
H -1.74947 2.25777 5.69268 0.0 0.0 0.0
H -2.59878 2.48706 4.15392 0.0 0.0 0.0
H -0.83404 2.69256 4.24083 -0.2 -0.2 0.1
H -4.47532 -0.49499 -1.24386 -0.1 0.0 0.0
H -5.98413 -0.92317 -0.41095 0.1 0.0 0.0
H -4.68092 -2.11814 -0.55361 0.0 0.1 0.0
H -4.25947 1.48046 0.24943 0.0 0.0 0.1
H -4.12454 1.27128 2.01296 0.0 0.0 -0.1
H -5.69423 1.06241 1.20457 0.1 0.0 0.0
H -4.62897 -2.47005 1.89453 0.0 0.1 0.0
H -5.92246 -1.27976 2.14150 0.1 0.0 0.0
H -4.38641 -1.11295 3.00630 0.0 0.0 0.0
H -2.06768 -3.74078 4.82576 0.0 0.0 -0.1
H -1.95904 -5.23837 3.88005 0.0 0.1 0.0
H -3.26203 -4.07582 3.55558 0.1 0.0 0.0
H 0.19684 -3.46930 4.34955 0.0 0.0 0.0
H 0.71439 -2.73676 2.83335 0.1 0.0 -0.1
H 0.58683 -4.49613 2.96178 0.0 0.0 0.0
H -2.64388 -4.12183 1.23638 0.1 0.0 0.0
H -1.14099 -5.05599 1.35137 0.0 0.0 0.0
H -1.12144 -3.42917 0.65088 0.0 -0.1 0.1
O 1.34656 1.61934 -1.30522 -0.2 0.4 -0.9
As 0.63536 1.94321 -2.81421 0.0 0.1 0.3
C 1.81844 2.33458 -4.24940 0.1 0.1 0.0
C 2.59392 1.35167 -4.85464 0.0 0.0 -0.1
C 3.42131 1.70260 -5.90987 0.0 0.0 0.0
C 3.47084 3.01764 -6.35707 0.0 0.0 0.0
C 2.69423 3.99468 -5.74803 0.0 0.0 0.0
C 1.86314 3.65783 -4.69043 0.2 -0.1 -0.1
C -0.38566 3.53493 -2.59801 -0.1 0.0 0.2
C -1.44726 3.79326 -3.45858 0.0 0.0 0.1
C -2.17378 4.96495 -3.31421 0.0 0.1 0.0
C -1.83778 5.86940 -2.31227 0.0 0.0 0.0
C -0.77300 5.60830 -1.45875 0.0 0.0 0.0
C -0.04043 4.43556 -1.59901 -0.1 0.1 -0.1
C -0.55205 0.50141 -3.19216 0.1 0.0 0.1
C -1.18282 -0.08913 -2.09565 -0.1 0.1 -0.4
C -1.82861 -1.30203 -2.24815 -0.1 0.0 0.0
C -1.86767 -1.90018 -3.50303 0.0 0.0 -0.1
C -1.28225 -1.28184 -4.59977 -0.1 -0.1 0.0
C -0.60567 -0.07918 -4.44657 0.0 0.0 0.0
H 2.56390 0.33067 -4.49774 0.0 0.0 0.0
H 4.03265 0.94184 -6.38034 0.0 0.0 0.0
H 4.11889 3.28400 -7.18282 0.0 0.0 0.0
H 2.73159 5.01925 -6.09691 0.0 0.0 0.0
H 1.26424 4.41991 -4.21821 -0.1 0.1 0.0
H -1.70793 3.08538 -4.23580 0.0 0.0 0.0
H -2.99870 5.17582 -3.98330 0.0 0.0 0.0
H -2.40835 6.78323 -2.19910 0.0 0.0 0.0
H -0.51235 6.31935 -0.68385 0.0 0.0 0.0
H 0.80253 4.22577 -0.95279 0.0 0.0 0.1
H -1.21514 0.40723 -1.13063 -0.1 0.0 0.1
H -2.29807 -1.75962 -1.38634 0.0 0.0 0.0
H -2.36340 -2.85598 -3.62667 0.0 0.1 0.0
H -1.33003 -1.74903 -5.57597 0.0 0.0 0.1
H -0.09397 0.37381 -5.28697 0.0 0.0 0.0
```
Positions in Å, forces in eV/Å.